Record 1
54
Properties=species:S:1:pos:R:3:mulliken_charge:R:1 method="wB97M-V/def2-TZVPD" charge=-2 homo_energy_ha=-0.0785 lumo_energy_ev=3.89 homo_lumo_gap_ev=6.0291 e_above_lowest_kcal_mol=16.3
Rb -0.5409 0.5611 0.1350 0.985
Cl -7.2642 1.3783 0.6922 -0.244
C -5.8003 0.6546 0.1077 0.101
C -5.7453 -0.7133 -0.0972 0.261
Cl -7.1206 -1.7162 0.2440 -0.258
C -4.5523 -1.2725 -0.5805 0.230
Cl -4.4601 -2.9938 -0.8355 -0.202
C -3.4186 -0.5167 -0.8358 0.576
O -2.2816 -1.0891 -1.2187 -1.108
C -3.4595 0.9219 -0.6492 -0.038
O -2.4318 1.6195 -0.9025 -0.956
C -4.6826 1.4447 -0.1664 0.304
Cl -4.7361 3.1545 0.1405 -0.246
C -0.4156 0.2558 7.4896 -0.372
C -0.5395 -0.9761 6.8610 -0.674
C -0.2208 -1.1121 5.5162 0.077
C 0.2250 -0.0222 4.7667 0.045
C 0.3338 1.2071 5.4174 -0.413
C 0.0243 1.3529 6.7634 -0.634
P 0.8495 -0.0140 2.9493 0.181
C -0.1698 -1.4710 2.4680 -0.130
C -1.5561 -1.3435 2.5821 0.228
C -2.4059 -2.3716 2.2085 -0.774
C -1.8759 -3.5614 1.7263 -0.438
C -0.5006 -3.7086 1.6285 -0.815
C 0.3481 -2.6702 1.9930 -0.254
C 2.4766 -0.7489 3.4016 0.338
C 3.0817 -1.1840 4.5508 -0.129
C 4.4237 -1.6289 4.4739 -0.795
C 5.1380 -1.6066 3.3010 -0.802
C 4.5428 -1.1373 2.1039 0.249
C 5.1610 -0.9962 0.8393 -0.869
C 4.4272 -0.4953 -0.2086 -0.570
C 3.0602 -0.1404 -0.0838 -0.761
C 2.3850 -0.2655 1.1158 0.599
C 3.1904 -0.7473 2.1783 -0.132
H -0.6666 0.3594 8.5395 0.344
H -0.8847 -1.8348 7.4272 0.362
H -0.3186 -2.0817 5.0398 0.386
H 0.6699 2.0626 4.8380 0.339
H 0.1191 2.3203 7.2446 0.361
H -1.9741 -0.4257 2.9860 0.470
H -3.4793 -2.2428 2.2807 0.430
H -2.5314 -4.3635 1.4130 0.381
H -0.0862 -4.6350 1.2483 0.366
H 1.4213 -2.7850 1.8990 0.391
H 2.5643 -1.1872 5.5030 0.376
H 4.9032 -1.9930 5.3769 0.363
H 6.1694 -1.9471 3.2868 0.338
H 6.2067 -1.2563 0.7067 0.344
H 4.9176 -0.3640 -1.1695 0.347
H 2.5760 0.2425 -0.9819 0.272
I -1.3215 -0.3282 -2.9859 0.164
I 0.0889 0.2920 -5.5098 -0.594

=====

Record 2
14
Properties=species:S:1:pos:R:3:mulliken_charge:R:1 method="wB97M-V/def2-TZVPD" charge=+1 smiles="Nc1c[nH]c(=[NH2+])[nH]1" homo_energy_ha=-0.4428 lumo_energy_ev=-3.01 homo_lumo_gap_ev=9.0430 e_above_lowest_kcal_mol=2.5
N 2.3412 0.5302 0.0584 -0.428
C 1.1675 -0.0851 0.0092 0.371
C 0.6516 -1.3103 0.0021 -0.430
N -0.7141 -1.2844 0.0279 0.000
C -1.1061 0.0365 -0.0704 0.323
N -2.3148 0.6327 0.0174 -0.389
N 0.0227 0.8320 -0.0589 -0.150
H 3.2029 0.0172 0.0235 0.237
H 2.3822 1.5219 -0.2787 0.232
H 1.0650 -2.3320 0.2623 0.304
H -1.0993 -2.1919 -0.0656 0.246
H -3.2506 0.1539 0.1057 0.243
H -2.3792 1.6595 -0.0392 0.221
H 0.0311 1.8198 0.0063 0.220

=====

Record 3
7
Properties=species:S:1:pos:R:3:mulliken_charge:R:1 method="wB97M-V/def2-TZVPD" homo_energy_ha="-0.3862 / -0.3815" lumo_energy_ev="-3.53 / -3.82" homo_lumo_gap_ev="6.9800 / 6.5626" e_above_lowest_kcal_mol=69.6
C 0.5803 -0.4580 0.3425 0.478
O -0.2222 0.4684 0.0012 -0.446
S -1.0975 1.8811 -1.4521 0.394
Cl -0.0730 -2.0290 -0.0216 -0.140
Cl 2.2943 -0.3308 -0.2662 -0.163
Cl 0.6382 -0.3209 2.2253 -0.161
Cl -2.7646 0.8461 -1.6630 0.038